Record 1
The following is a DFT calculation (ωB97M-V/def2-TZVPD) of a molecular structure, C40H23BrCaF5N7O5Se.

## Properties
total charge: -2
spin multiplicity: 1
ΔE to the lowest compared entry with this formula, charge and spin: 478.97 kJ/mol

Each line ends with the Mulliken charge.
Element x y z (Å)
Br  2.34  2.56  -6.82  -0.232
Se  2.95  0.60  2.87  -0.342
Ca  -0.82  -0.20  -0.41  3.080
F  3.18  5.30  5.27  -0.327
F  6.50  2.19  6.46  -0.319
F  5.46  0.40  4.80  -0.326
F  2.10  3.55  3.60  -0.287
F  5.39  4.66  6.73  -0.338
O  -0.25  -1.12  -2.24  -0.868
O  0.54  -7.12  0.92  -0.741
O  0.04  -1.94  -4.98  -0.710
O  0.51  -6.34  3.05  -0.741
O  -2.18  3.89  -0.18  -0.874
N  -3.17  0.44  -0.39  0.438
N  -1.48  -1.86  -2.28  1.137
N  -0.94  2.00  -0.66  0.278
N  1.40  0.51  -0.41  0.246
N  -0.93  -0.17  1.99  0.261
N  -0.81  2.65  -4.17  -0.560
N  -0.83  -2.39  0.42  0.067
C  3.71  1.86  4.08  -0.586
C  -5.46  0.15  0.23  -0.939
C  -0.32  -0.20  4.68  -0.324
C  -1.40  -3.20  -1.81  -0.595
C  0.95  2.00  -5.65  0.139
C  -1.96  -4.21  -2.48  -0.661
C  -0.61  -1.14  -4.36  0.868
C  -3.29  1.77  -0.20  0.632
C  -5.58  1.52  0.41  -0.266
C  -1.90  -1.61  -3.67  -0.204
C  -0.01  -4.87  1.29  -0.495
C  2.41  -0.36  -0.56  -0.616
C  0.33  2.72  -0.68  -1.461
C  3.67  1.23  -1.78  -0.545
C  3.73  4.08  5.14  -0.239
C  0.17  2.96  -5.02  -0.315
C  -1.06  0.93  2.74  -0.075
C  -2.04  2.67  -0.37  -0.597
C  2.63  2.13  -1.64  -0.621
C  -0.48  -1.30  2.57  0.010
C  0.70  0.67  -5.44  -0.913
C  -0.36  -4.67  -0.03  -1.159
C  -4.23  -0.34  -0.17  -0.496
C  -0.17  -1.34  3.92  -1.078
C  5.40  2.51  5.74  0.093
C  -2.49  -3.99  -3.83  -0.757
C  -4.49  2.34  0.20  -0.841
C  -0.78  0.96  4.09  -1.103
C  -0.33  0.32  -4.57  0.423
C  0.33  -6.27  1.81  0.390
C  4.85  3.76  5.88  0.686
C  -2.46  -2.79  -4.39  -1.181
C  1.50  1.74  -0.93  0.457
C  -0.41  -2.54  1.69  1.048
C  4.84  1.60  4.86  0.290
C  -1.03  1.35  -3.95  0.107
C  -0.82  -3.42  -0.43  0.839
C  3.57  -0.03  -1.23  -1.052
C  3.19  3.14  4.27  0.782
C  -0.04  -3.78  2.17  -0.810
H  1.27  -0.12  -5.91  0.575
H  -6.53  1.94  0.73  0.398
H  -4.07  -1.40  -0.33  0.452
H  -4.51  3.41  0.33  0.512
H  0.35  4.02  -5.21  0.385
H  -0.04  -0.21  5.73  0.416
H  -2.88  -4.84  -4.38  0.360
H  4.56  1.52  -2.33  0.408
H  -0.89  1.88  4.65  0.412
H  -1.39  1.83  2.22  0.341
H  -2.02  -5.18  -2.02  0.534
H  2.28  -1.34  -0.11  0.512
H  0.23  -3.97  3.20  0.625
H  -1.80  1.13  -3.21  0.100
H  0.51  3.20  0.29  0.525
H  0.33  3.52  -1.42  0.388
H  0.21  -2.25  4.36  0.380
H  -2.79  -2.64  -5.42  0.422
H  -6.29  -0.52  0.39  0.410
H  4.38  -0.75  -1.30  0.476
H  2.68  3.12  -2.07  0.511
H  -0.29  -5.50  -0.71  0.731
H  -2.62  -0.79  -3.64  0.450

Record 2
The following is a DFT calculation (ωB97M-V/def2-TZVPD) of a molecular structure, C40H24Cl9N2O2P2S2W.

## Properties
total charge: +1
spin multiplicity: 1
ΔE to the lowest compared entry with this formula, charge and spin: 201.72 kJ/mol

Each line ends with the Mulliken charge.
Element x y z (Å)
W  -0.70  0.99  -1.00  -0.695
Cl  -0.27  -2.05  -4.91  -0.123
Cl  -1.56  7.34  -2.95  -0.169
Cl  0.15  2.32  -4.13  -0.059
Cl  -0.07  5.41  -4.90  -0.165
Cl  -2.99  -2.36  -6.45  -0.178
Cl  -2.32  3.11  0.36  -0.011
Cl  -2.88  6.16  -0.35  -0.186
Cl  -5.35  1.07  -3.02  -0.195
Cl  -5.54  -0.96  -5.39  -0.170
S  0.73  2.55  0.77  -0.235
S  1.80  0.96  -1.83  -0.388
P  0.58  0.73  1.66  1.039
P  1.64  -0.69  -0.62  1.851
O  -0.63  -0.25  -2.39  1.005
O  -2.49  1.19  -1.89  0.166
N  -3.82  -1.60  1.16  0.040
N  -2.54  -0.04  0.29  1.283
C  -1.32  5.70  -2.53  0.642
C  -0.64  4.83  -3.40  -0.185
C  -2.57  -1.25  0.84  -1.108
C  -2.77  0.33  -2.86  -0.662
C  -2.94  0.75  4.61  -0.636
C  3.27  -0.99  0.11  0.952
C  3.36  -1.03  4.04  -0.793
C  -4.65  -0.58  0.80  -1.199
C  1.33  -2.18  -1.62  0.938
C  4.12  0.10  0.29  -0.583
C  3.66  1.34  4.26  -0.876
C  -1.45  1.96  3.18  -0.660
C  -3.85  0.38  0.26  -0.652
C  -0.45  3.50  -3.02  0.480
C  -2.29  -0.44  4.29  -0.781
C  0.22  -0.47  0.41  -1.437
C  5.35  -0.08  0.88  -0.867
C  -1.24  -0.43  3.40  -0.442
C  -1.69  -1.26  -4.36  0.076
C  2.21  -3.85  -3.09  -0.762
C  0.99  -4.51  -3.06  -0.759
C  0.11  -2.84  -1.58  -0.595
C  -2.51  1.95  4.07  -0.886
C  -0.82  3.01  -1.77  -0.757
C  -2.90  -1.39  -5.05  0.505
C  -1.65  -0.46  -3.22  -0.393
C  4.89  -2.43  1.11  -0.866
C  -1.88  5.19  -1.35  0.003
C  -0.07  -4.00  -2.32  -0.449
C  -1.60  3.88  -1.02  0.940
C  -0.84  0.77  2.82  1.194
C  2.34  -0.83  3.14  -0.141
C  2.37  -2.67  -2.39  -0.524
C  1.98  0.47  2.79  0.873
C  3.65  -2.26  0.52  -0.452
C  5.74  -1.35  1.29  -0.514
C  -3.98  0.17  -3.53  -0.058
C  -4.05  -0.72  -4.60  0.486
C  4.03  0.05  4.59  -0.597
C  2.63  1.56  3.36  -0.567
H  3.03  -4.26  -3.66  0.447
H  6.01  0.76  1.00  0.452
H  -4.10  -2.48  1.59  0.269
H  2.99  -3.10  0.38  0.517
H  4.17  2.18  4.71  0.459
H  4.85  -0.12  5.28  0.448
H  3.31  -2.13  -2.43  0.533
H  -1.09  2.90  2.77  0.657
H  2.32  2.56  3.10  0.437
H  -1.02  -4.50  -2.32  0.462
H  1.81  -1.66  2.69  0.313
H  5.21  -3.42  1.42  0.436
H  -2.61  -1.36  4.75  0.490
H  -1.71  -1.85  1.03  0.503
H  3.64  -2.04  4.31  0.454
H  -3.77  0.74  5.30  0.443
H  -5.71  -0.61  0.94  0.476
H  6.71  -1.49  1.74  0.461
H  3.80  1.07  -0.06  0.272
H  0.85  -5.42  -3.63  0.396
H  -2.98  2.87  4.36  0.473
H  -4.15  1.32  -0.16  0.513
H  -0.70  -2.43  -0.98  -0.031
H  -0.69  -1.33  3.18  0.420

Record 3
The following is a DFT calculation (ωB97M-V/def2-TZVPD) of a molecular structure, C40H26F9MoN3O2PS.

## Properties
total charge: +3
spin multiplicity: 1
ΔE to the lowest compared entry with this formula, charge and spin: 83.35 kJ/mol

Each line ends with the Mulliken charge.
Element x y z (Å)
Mo  0.38  -0.64  0.04  -0.585
S  -2.05  -0.19  -0.02  -0.128
P  -0.42  -2.99  -0.06  2.397
F  -2.93  -4.80  5.90  -0.254
F  -2.55  -4.81  -6.12  -0.245
F  5.83  -5.00  1.14  -0.253
F  5.51  -6.27  -0.58  -0.240
F  -3.71  -6.37  4.64  -0.225
F  6.05  -4.20  -0.85  -0.240
F  -4.37  -5.23  -5.04  -0.244
F  -3.91  -3.20  -5.62  -0.236
F  -1.70  -6.51  5.41  -0.246
O  0.77  -0.59  -1.62  0.172
O  0.69  -0.62  1.78  -0.255
N  2.79  0.06  1.51  -1.404
N  -0.16  1.49  0.07  0.286
N  2.39  0.00  0.24  1.455
C  1.21  -1.13  5.92  -0.908
C  3.24  0.28  -0.72  -0.796
C  3.87  0.54  -3.10  -0.938
C  2.93  0.19  -2.12  1.077
C  1.00  -0.88  4.58  -0.141
C  -3.38  -4.36  -5.18  0.879
C  2.49  -1.01  6.46  -0.395
C  2.09  -0.50  3.76  0.473
C  1.65  -0.27  -2.57  0.445
C  1.71  -4.59  -1.15  -0.349
C  1.36  -0.38  -3.92  -0.642
C  -1.51  1.47  0.07  0.720
C  -1.85  -2.98  2.36  -0.533
C  3.88  -4.60  -0.12  -0.062
C  2.33  -0.04  -4.86  -0.717
C  -1.37  -3.56  -3.94  -1.281
C  3.01  -5.06  -1.10  -0.909
C  5.34  -5.05  -0.10  0.802
C  -2.63  -3.98  -1.48  -0.978
C  -1.36  -5.69  2.78  -1.067
C  -2.62  -5.67  4.94  0.763
C  -2.65  -4.09  -3.88  -0.164
C  -3.28  -4.30  -2.66  -0.910
C  3.38  -0.37  4.32  -0.331
C  -0.71  -3.24  -2.76  -0.887
C  -2.28  2.61  0.15  -0.790
C  3.57  -0.64  5.66  -0.818
C  1.27  -3.68  -0.19  0.394
C  -1.63  3.83  0.25  -0.215
C  2.14  -3.26  0.84  -0.884
C  -2.36  -3.60  3.49  -0.861
C  3.57  0.42  -4.45  -0.796
C  0.47  2.67  0.18  -0.125
C  -0.87  -5.08  1.64  -0.379
C  -2.10  -4.95  3.70  0.164
C  -0.23  3.85  0.26  -0.934
C  -1.34  -3.46  -1.53  0.890
C  -1.11  -3.72  1.44  0.936
C  3.45  -3.71  0.86  -0.813
C  1.87  -0.31  2.36  0.642
H  -2.04  -1.92  2.19  0.179
H  4.12  -3.41  1.65  0.649
H  0.01  -0.94  4.16  0.445
H  4.31  0.68  -5.19  0.468
H  -4.28  -4.73  -2.63  0.503
H  -0.29  -5.65  0.93  0.495
H  -0.88  -3.42  -4.89  0.538
H  -1.16  -6.74  2.96  0.491
H  4.85  0.90  -2.80  0.515
H  4.24  0.58  -0.44  0.548
H  2.64  -1.19  7.51  0.446
H  -2.95  -3.05  4.20  0.560
H  0.39  -1.40  6.56  0.480
H  1.56  2.66  0.20  0.512
H  3.35  -5.80  -1.82  0.550
H  -3.36  2.53  0.15  0.533
H  1.04  -4.97  -1.91  0.723
H  0.30  -2.84  -2.79  1.027
H  0.39  -0.74  -4.22  0.623
H  2.11  -0.16  -5.91  0.504
H  4.19  -0.05  3.69  0.527
H  1.76  -2.70  1.69  0.445
H  0.30  4.79  0.34  0.459
H  4.55  -0.56  6.10  0.460
H  -2.20  4.75  0.32  0.464
H  -3.12  -4.15  -0.53  0.539

Record 4
The following is a DFT calculation (ωB97M-V/def2-TZVPD) of a molecular structure, C40H26F9N3O2PSY.

## Properties
total charge: 0
spin multiplicity: 1
ΔE to the lowest compared entry with this formula, charge and spin: 46.69 kJ/mol

Each line ends with the Mulliken charge.
Element x y z (Å)
Y  -0.90  -1.58  0.10  0.974
S  -3.00  -1.08  1.64  -0.507
P  1.82  0.58  0.79  0.670
F  3.00  0.41  -5.76  -0.255
F  5.54  4.05  5.16  -0.253
F  6.98  3.89  3.55  -0.256
F  3.80  2.40  -5.43  -0.282
F  6.79  2.29  5.00  -0.284
F  -2.96  5.23  2.04  -0.306
F  -2.64  4.39  4.02  -0.279
F  1.67  2.12  -5.76  -0.261
F  -3.97  3.41  2.63  -0.198
O  -1.62  -1.84  -1.96  -0.616
O  0.61  -2.54  1.20  -0.290
N  -2.31  -3.95  -1.28  -0.884
N  -2.13  0.55  -0.30  0.749
N  -1.32  -3.77  -0.30  0.233
C  0.43  1.68  1.27  1.431
C  3.88  0.62  2.61  -0.803
C  1.40  0.76  -3.25  -1.583
C  2.11  1.05  -0.95  0.594
C  6.10  3.19  4.28  0.804
C  4.85  1.17  3.43  -0.702
C  -1.66  3.26  2.20  0.126
C  3.25  1.69  -1.40  -0.187
C  -4.24  1.17  0.60  -0.965
C  5.06  2.54  3.41  0.242
C  -3.51  -2.85  -3.02  0.329
C  -3.27  2.44  -1.19  -1.098
C  0.55  -6.14  1.74  -0.676
C  0.20  -4.88  1.24  0.633
C  -3.65  -1.73  -3.83  -0.327
C  -3.13  0.32  0.57  0.644
C  -0.86  -4.84  0.25  -0.439
C  -5.45  -3.82  -4.05  -0.623
C  -2.81  4.08  2.72  0.710
C  4.29  3.36  2.58  -1.249
C  -4.42  -3.90  -3.13  -0.323
C  3.11  1.42  1.77  0.243
C  2.76  1.59  -5.16  0.899
C  3.33  2.80  1.77  0.123
C  1.59  -6.30  2.63  -0.751
C  -5.59  -2.70  -4.86  -0.363
C  1.99  -3.91  2.54  -0.499
C  -2.40  -2.89  -2.03  0.625
C  -4.31  2.23  -0.28  -0.287
C  -2.20  1.57  -1.15  -0.336
C  2.54  1.42  -3.68  0.245
C  0.92  -3.74  1.65  0.334
C  3.47  1.88  -2.77  -1.190
C  -0.28  1.31  2.41  -1.068
C  2.31  -5.17  3.02  -0.538
C  1.20  0.57  -1.89  -0.434
C  -4.69  -1.66  -4.75  -0.696
C  -0.96  3.64  1.06  -0.839
C  -1.32  2.10  2.88  -0.940
C  0.08  2.85  0.60  -0.308
H  1.85  -7.27  3.01  0.390
H  2.55  -3.04  2.84  0.336
H  -6.16  -4.64  -4.13  0.378
H  0.28  0.03  -1.64  0.605
H  -0.01  -7.01  1.41  0.354
H  -0.03  0.39  2.94  0.307
H  -4.31  -4.76  -2.49  0.447
H  0.67  0.38  -3.96  0.501
H  4.36  2.39  -3.10  0.481
H  4.46  4.43  2.57  0.413
H  3.14  -5.27  3.71  0.404
H  -1.88  1.80  3.75  0.451
H  0.60  3.13  -0.31  0.532
H  -1.27  -5.79  -0.10  0.317
H  -2.94  -0.92  -3.73  0.348
H  -4.79  -0.78  -5.38  0.406
H  2.72  3.44  1.14  0.500
H  -5.16  2.89  -0.26  0.440
H  5.45  0.54  4.08  0.485
H  -3.29  3.25  -1.90  0.531
H  -1.24  4.54  0.53  0.496
H  -6.40  -2.65  -5.57  0.387
H  -1.37  1.69  -1.83  0.396
H  3.99  2.05  -0.70  0.453
H  3.73  -0.46  2.62  0.416
H  -5.03  0.98  1.31  0.512

Record 5
The following is a DFT calculation (ωB97M-V/def2-TZVPD) of a molecular structure, C40H29CsF5NO4P2S.

## Properties
total charge: -2
spin multiplicity: 1
ΔE to the lowest compared entry with this formula, charge and spin: 136.49 kJ/mol

Each line ends with the Mulliken charge.
Element x y z (Å)
Cs  0.47  -0.38  1.64  1.741
S  -0.18  -4.30  -0.77  -0.468
P  -0.72  1.51  -1.50  0.647
P  2.15  -0.32  -1.44  1.362
F  -1.63  -4.78  4.14  -0.324
F  -4.76  -5.97  0.82  -0.320
F  0.13  -4.14  2.29  -0.359
F  -3.02  -5.34  -1.06  -0.409
F  -4.11  -5.71  3.47  -0.343
O  -1.97  0.61  1.07  -0.358
O  1.94  0.31  3.74  -0.753
O  -3.92  1.35  1.96  -0.801
O  2.33  2.19  4.92  -0.770
N  -0.58  1.46  3.22  -0.131
C  -2.62  -5.18  0.21  0.176
C  -3.13  2.78  -0.74  -0.832
C  -3.34  -1.79  -3.32  -0.591
C  2.93  0.70  -0.10  -1.146
C  3.21  -2.83  -1.71  -0.270
C  3.52  -1.47  -1.79  -0.475
C  -2.41  -2.09  -2.34  -0.305
C  4.18  -3.79  -2.00  -0.590
C  4.82  -1.09  -2.16  0.182
C  0.99  1.09  -3.69  -0.959
C  -2.70  1.12  1.95  -0.050
C  -3.86  3.88  -0.32  -0.437
C  -0.55  1.80  5.58  -0.786
C  -3.28  5.13  -0.24  -0.537
C  1.62  1.36  4.34  0.185
C  2.55  2.02  0.14  0.831
C  -1.06  -4.58  1.86  0.139
C  -1.96  -4.91  2.85  0.109
C  0.05  2.12  -3.05  -1.060
C  -1.78  2.92  -1.06  0.632
C  -1.84  0.24  -2.16  0.386
C  -1.34  -4.71  0.50  0.211
C  -2.79  0.54  -3.13  -0.052
C  -1.67  -1.07  -1.75  -0.058
C  -3.55  -5.51  1.17  0.081
C  5.77  -2.05  -2.45  -0.761
C  2.28  0.83  -2.91  -1.179
C  -1.19  4.18  -0.95  -0.636
C  -1.92  1.46  3.26  0.378
C  -3.54  -0.47  -3.71  -0.854
C  4.00  2.14  2.06  -0.311
C  -3.22  -5.38  2.52  0.661
C  0.09  1.59  4.37  0.591
C  -2.63  1.64  4.44  -0.675
C  -1.93  1.83  5.61  -0.303
C  3.08  2.73  1.21  -0.576
C  5.45  -3.40  -2.37  -0.310
C  4.39  0.84  1.83  -0.675
C  -1.93  5.28  -0.55  -0.672
C  3.87  0.12  0.76  -0.160
H  4.16  -0.91  0.62  0.416
H  -2.46  1.97  6.55  0.381
H  -3.58  1.80  -0.74  0.275
H  1.25  1.45  -4.69  0.480
H  -1.45  6.24  -0.46  0.386
H  2.22  -3.13  -1.40  0.157
H  3.91  -4.83  -1.91  0.467
H  4.34  2.67  2.94  0.219
H  -2.21  -3.11  -2.03  0.151
H  2.74  1.77  -2.59  0.459
H  0.05  1.93  6.47  0.431
H  6.77  -1.74  -2.73  0.376
H  -2.94  1.56  -3.44  0.345
H  -3.86  5.98  0.10  0.352
H  -0.97  -1.37  -0.97  0.016
H  1.81  2.50  -0.49  -0.186
H  2.73  3.74  1.39  0.414
H  -0.71  2.46  -3.76  0.689
H  -3.92  -2.58  -3.77  0.386
H  5.07  -0.04  -2.20  0.388
H  0.45  0.15  -3.84  0.265
H  6.20  -4.15  -2.59  0.354
H  -3.71  1.61  4.38  0.457
H  5.07  0.34  2.51  0.366
H  3.00  0.35  -3.58  0.505
H  0.65  2.99  -2.77  0.601
H  -4.29  -0.23  -4.46  0.346
H  -0.14  4.32  -1.16  0.122
H  -4.90  3.73  -0.04  0.363